Molecular formula: C25H48BNO8
Method: DFT, wB97M-V/def2-TZVPD

Structure (ORCA input):
```
! RIJCOSX wB97M-V def2-TZVPD def2/J DEFGRID3
* xyz 0 1
N -1.485 3.341 -2.675
B -2.285 2.113 -2.257
O -3.482 1.694 -2.928
C -1.649 1.278 -0.985
C -2.098 1.569 0.475
C -1.398 0.751 1.609
C -0.312 -0.285 1.267
C 0.113 -0.552 -0.223
C -0.557 0.227 -1.371
C 1.288 -1.624 -0.501
O 1.268 -2.393 -1.488
C 2.444 -1.625 0.626
C 2.056 -1.379 1.980
C 0.504 -1.146 2.362
O -0.015 -1.628 3.395
H -0.525 2.968 -2.854
H -1.363 3.856 -1.776
H -3.641 2.349 -3.653
H -2.896 2.368 0.689
H -1.676 0.960 2.691
H -0.260 0.045 -2.457
H 3.555 -1.778 0.324
H 2.878 -1.341 2.785
C -2.537 -2.733 6.573
C -3.525 -2.942 5.435
C -3.229 -4.225 4.674
O -3.459 -1.835 4.541
H -1.515 -2.649 6.191
H -2.755 -1.802 7.104
H -2.576 -3.560 7.287
H -4.543 -2.978 5.834
H -2.230 -4.192 4.227
H -3.939 -4.356 3.853
H -3.288 -5.097 5.331
H -2.560 -1.795 4.182
C -5.944 -0.374 -5.200
C -6.127 -1.342 -4.041
C -7.348 -0.984 -3.209
O -4.966 -1.317 -3.215
H -5.793 0.647 -4.835
H -5.056 -0.636 -5.782
H -6.813 -0.383 -5.863
H -6.230 -2.361 -4.426
H -7.246 0.016 -2.775
H -7.461 -1.681 -2.373
H -8.259 -1.011 -3.812
H -4.865 -0.419 -2.869
C 6.681 0.314 -1.127
C 6.215 0.497 0.309
C 7.387 0.487 1.277
O 5.308 -0.551 0.650
H 7.190 -0.647 -1.253
H 5.828 0.313 -1.811
H 7.366 1.113 -1.424
H 5.670 1.441 0.401
H 7.920 -0.469 1.234
H 7.037 0.607 2.305
H 8.093 1.290 1.051
H 5.783 -1.390 0.571
C 1.666 1.217 -6.963
C 1.718 1.064 -5.452
C 1.203 -0.298 -5.015
O 0.931 2.089 -4.844
H 0.637 1.134 -7.329
H 2.029 2.204 -7.262
H 2.274 0.456 -7.459
H 2.747 1.196 -5.104
H 0.158 -0.434 -5.313
H 1.236 -0.390 -3.927
H 1.797 -1.104 -5.452
H 0.018 1.983 -5.145
C 3.087 1.348 4.692
C 2.057 2.258 4.043
C 1.529 3.288 5.029
O 0.972 1.473 3.552
H 2.648 0.793 5.528
H 3.449 0.606 3.976
H 3.941 1.920 5.064
H 2.504 2.766 3.185
H 1.036 2.801 5.876
H 0.782 3.928 4.553
H 2.336 3.919 5.411
H 0.568 1.018 4.305
*
```

Values from the calculation:
**Frontier orbital gap**: 8.0 eV
**Structure (SMILES)**: NB(O)c1ccc2c(c1)C(=O)C=CC2=O.CC(C)O.CC(C)O.CC(C)O.CC(C)O.CC(C)O
**HOMO energy**: -8.78 eV
**Electronic energy**: -45246.30161 eV
**LUMO level**: -0.77 eV

***

Molecular formula: C6H8N
Method: DFT, wB97M-V/def2-TZVPD

Structure (ORCA input):
```
! RIJCOSX wB97M-V def2-TZVPD def2/J DEFGRID3
* xyz 1 1
C 0.032 -0.610 0.037
C 1.162 0.187 -0.095
C 2.424 -0.398 -0.148
C 3.453 -1.053 -0.226
C 1.035 1.651 -0.097
C -2.357 -0.846 0.229
N -1.068 -0.046 0.108
H -0.026 -1.722 0.114
H 4.310 -1.706 -0.065
H 1.887 1.886 0.450
H -0.034 1.861 0.275
H 1.030 2.004 -1.126
H -2.443 -1.199 -0.890
H -3.116 -0.146 0.685
H -2.381 -1.741 0.801
*
```

Values from the calculation:
**Frontier orbital gap**: 7.7 eV
**Relative energy (zero: lowest compared OMol25 entry of this formula, charge and spin)**: 5.9106 eV
**HOMO energy**: -15.03 eV
**Electronic energy**: -7829.77770 eV
**LUMO level**: -7.34 eV

***

Molecular formula: C6H11NO
Method: DFT, wB97M-V/def2-TZVPD

Structure (ORCA input):
```
! RIJCOSX wB97M-V def2-TZVPD def2/J DEFGRID3
* xyz 0 1
C 1.937 -0.048 0.595
C -1.323 1.062 -1.528
C -2.039 -0.349 1.075
C 1.041 0.701 -0.716
C -0.339 0.373 -0.628
N 2.106 -1.465 0.369
C -0.666 -0.360 0.489
O 1.643 1.464 -1.423
H 2.758 -1.879 1.026
H 2.429 -1.653 -0.573
H 2.853 0.543 0.470
H 1.588 0.138 1.614
H -0.062 -1.190 0.824
H -1.925 0.336 -2.079
H -0.797 1.712 -2.225
H -2.010 1.681 -0.948
H -2.729 -0.888 0.419
H -2.051 -0.846 2.044
H -2.416 0.667 1.194
*
```

Values from the calculation:
**Frontier orbital gap**: 9.2 eV
**Relative energy (zero: lowest compared OMol25 entry of this formula, charge and spin)**: 2.2893 eV
**Structure (SMILES)**: C/C=C(\C)C(=O)CN
**HOMO energy**: -8.82 eV
**Electronic energy**: -9936.16514 eV
**LUMO level**: 0.36 eV

***

What did the third record say?
Molecular formula: C6H11NO
Method: DFT, wB97M-V/def2-TZVPD

Structure (ORCA input):
```
! RIJCOSX wB97M-V def2-TZVPD def2/J DEFGRID3
* xyz 0 1
C 1.937 -0.048 0.595
C -1.323 1.062 -1.528
C -2.039 -0.349 1.075
C 1.041 0.701 -0.716
C -0.339 0.373 -0.628
N 2.106 -1.465 0.369
C -0.666 -0.360 0.489
O 1.643 1.464 -1.423
H 2.758 -1.879 1.026
H 2.429 -1.653 -0.573
H 2.853 0.543 0.470
H 1.588 0.138 1.614
H -0.062 -1.190 0.824
H -1.925 0.336 -2.079
H -0.797 1.712 -2.225
H -2.010 1.681 -0.948
H -2.729 -0.888 0.419
H -2.051 -0.846 2.044
H -2.416 0.667 1.194
*
```

Values from the calculation:
**Frontier orbital gap**: 9.2 eV
**Relative energy (zero: lowest compared OMol25 entry of this formula, charge and spin)**: 2.2893 eV
**Structure (SMILES)**: C/C=C(\C)C(=O)CN
**HOMO energy**: -8.82 eV
**Electronic energy**: -9936.16514 eV
**LUMO level**: 0.36 eV

***

Q: Which of these has the lowest HOMO energy?
A: C6H8N

***

Q: LUMO level of number 3 (C6H11NO)?
A: 0.36 eV

***

Q: Which formula does entry 1 have?
A: C25H48BNO8